No. 1
Density functional theory data (wB97M-V/def2-TZVPD) for an isolated molecule of C5H7NO.

XYZ file:
```
14
Properties=species:S:1:pos:R:3:mulliken_charge:R:1
O 1.015 -0.977 0.038 -0.352
N 0.030 1.803 -1.953 -0.528
C -0.388 -1.436 1.928 -1.104
C 1.134 -0.118 -1.013 -0.624
C -0.136 -0.671 0.674 0.452
C 0.099 0.760 -1.030 0.771
C -0.764 0.371 0.058 -0.646
H 0.114 -0.960 2.781 0.232
H 0.906 2.277 -2.095 0.212
H 1.942 -0.281 -1.708 0.413
H -0.779 2.393 -2.003 0.198
H -1.728 0.779 0.338 0.341
H 0.010 -2.451 1.836 0.312
H -1.457 -1.490 2.148 0.323
```

The value obtained for the total energy is -8835.3464 eV. The calculation puts the LUMO energy at 1.09 eV. The energy above the lowest of the compared OMol25 structures with the same formula, charge and spin comes out at 19.75 kcal per mole. The SMILES is Cc1cc(N)co1. For the strongest force on any atom, the calculation gives 0.4 eV Å⁻¹.



No. 2
Density functional theory data (wB97M-V/def2-TZVPD) for an isolated molecule of C5H7NO.

XYZ file:
```
14
Properties=species:S:1:pos:R:3:mulliken_charge:R:1
O 1.419 0.913 0.674 -0.393
N 2.634 -1.010 0.050 -0.697
C -0.545 0.082 -0.202 0.565
C -1.950 -0.299 -0.350 -1.160
C 0.429 -0.669 -0.679 -0.360
C 0.024 1.215 0.594 -0.382
C 1.631 -0.262 -0.013 0.345
H 0.402 -1.604 -1.225 0.399
H 3.278 -0.561 0.685 0.268
H -0.415 1.257 1.600 0.260
H -2.379 0.286 -1.159 0.274
H -1.894 -1.345 -0.653 0.313
H -2.518 -0.186 0.580 0.331
H -0.117 2.184 0.099 0.237
```

The value obtained for the total energy is -8835.1388 eV. The calculation puts the LUMO energy at 0.81 eV. The energy above the lowest of the compared OMol25 structures with the same formula, charge and spin comes out at 24.54 kcal per mole. The SMILES is [H]/N=C1/C=C(C)CO1. For the strongest force on any atom, the calculation gives 1.0 eV Å⁻¹.



No. 3
Density functional theory data (wB97M-V/def2-TZVPD) for an isolated molecule of C5H7NO.

XYZ file:
```
14
Properties=species:S:1:pos:R:3:mulliken_charge:R:1
O -2.698 0.856 1.913 -0.517
N 1.729 1.480 -1.266 -0.574
C 1.544 0.483 -0.206 -0.310
C -0.859 -0.131 0.736 0.417
C 0.220 0.144 0.268 -0.069
C 1.988 0.081 -1.567 -0.341
C -2.140 -0.348 1.421 -0.530
H -2.876 -0.779 0.736 0.281
H 0.825 1.761 -1.638 0.277
H -1.985 -1.078 2.232 0.246
H 2.293 0.546 0.580 0.300
H -1.967 1.421 2.190 0.317
H 1.282 -0.467 -2.187 0.261
H 3.034 -0.172 -1.719 0.243
```

The value obtained for the total energy is -8832.8556 eV. The calculation puts the LUMO energy at 0.85 eV. The energy above the lowest of the compared OMol25 structures with the same formula, charge and spin comes out at 77.19 kcal per mole. The SMILES is OCC#C[C@H]1CN1. For the strongest force on any atom, the calculation gives 0.5 eV Å⁻¹.